(1)
10
Properties=species:S:1:pos:R:3:mulliken_charge:R:1 method="wB97M-V/def2-TZVPD" homo_lumo_gap_ev="4.64 / 4.64" total_energy_ha=-456.49195 charge=+3 homo_ev="-22.462 / -22.462" e_above_lowest_kcal_mol=0.0
H 1.821 -1.358 0.268 0.428
O -2.625 -0.955 0.007 -0.166
C -1.742 -0.124 -0.058 0.414
C -1.019 0.907 -0.411 -0.163
C 0.390 0.853 -0.568 -0.030
C 1.499 0.373 -0.484 0.571
O 2.334 -0.496 0.031 -0.622
Hg 4.115 -0.164 0.750 1.641
H -3.230 -0.908 0.785 0.495
H -1.543 1.872 -0.319 0.432

***

(2)
43
Properties=species:S:1:pos:R:3:mulliken_charge:R:1 method="wB97M-V/def2-TZVPD" homo_lumo_gap_ev=2.49 total_energy_ha=-1167.84282 charge=+2 homo_ev=-15.133 e_above_lowest_kcal_mol=215.8
Hf 2.463 -2.767 0.025 1.624
F 1.036 -4.024 1.440 -0.516
F 0.446 -1.577 0.700 -0.485
C 0.574 2.623 2.808 -0.531
C 1.844 3.415 2.641 -0.546
O 3.162 2.808 2.647 -0.488
O 0.288 1.795 1.739 -0.363
H -0.295 3.272 2.916 0.318
H 0.611 2.031 3.723 0.402
H 1.962 4.113 3.470 0.421
H 1.747 3.977 1.712 0.308
H 3.140 2.223 3.408 0.299
H 0.679 0.956 1.992 0.179
C 3.835 0.739 -0.439 -0.572
C 2.957 1.728 -1.213 -0.091
O 2.594 0.983 -2.383 -0.496
O 2.847 -0.271 -0.012 -0.009
H 4.314 1.161 0.444 0.361
H 4.648 0.355 -1.055 0.341
H 3.511 2.592 -1.580 0.379
H 2.067 1.976 -0.636 0.183
H 2.453 0.073 -2.109 0.210
H 2.405 0.141 0.734 0.265
C -1.233 0.457 -2.438 -0.069
C -1.927 1.066 -1.347 -0.457
O -3.332 0.699 -1.387 -0.445
O -0.902 -0.962 -2.311 -0.433
H -0.218 0.851 -2.397 0.140
H -1.696 0.653 -3.405 0.315
H -1.749 2.131 -1.490 0.342
H -1.510 0.742 -0.393 0.244
H -3.708 0.995 -2.220 0.350
H 0.050 -1.045 -2.215 0.186
C -3.919 -3.848 -0.046 -0.585
C -2.741 -3.083 -0.650 -0.014
O -2.446 -1.942 0.110 -0.273
O -3.736 -4.119 1.308 -0.407
H -4.173 -4.854 -0.382 0.434
H -4.888 -3.393 -0.251 0.368
H -3.102 -2.815 -1.643 0.292
H -1.854 -3.632 -0.967 0.316
H -1.750 -1.513 -0.393 0.149
H -4.454 -4.710 1.546 0.356